# 1
Below is a cluster of 12 separate species, C12H48O12 in total, with properties calculated with ωB97M-V/def2-TZVPD.

The geometry in ORCA input format:
```
! RIJCOSX wB97M-V def2-TZVPD def2/J DEFGRID3
* xyz 0 1
C 3.4502 -0.7397 1.6129
O 4.5956 -1.1472 0.8740
H 2.8383 -0.0643 1.0647
H 3.8694 -0.1884 2.4698
H 2.9052 -1.5690 1.9884
H 4.4067 -1.4898 -0.0117
C -0.6493 -2.3153 -2.9013
O -1.7984 -1.4731 -2.6286
H -0.3638 -2.9116 -1.9963
H 0.2299 -1.7376 -3.0895
H -0.8751 -2.9571 -3.7641
H -2.4415 -2.1735 -2.5394
C -2.6139 -1.3777 2.1889
O -1.4918 -1.4368 3.1051
H -2.2562 -1.1979 1.1958
H -3.1998 -0.5504 2.5689
H -3.0723 -2.3725 2.2618
H -1.7389 -1.2232 4.0007
C -2.3598 1.9402 2.1724
O -1.7464 2.5362 3.3245
H -2.4559 2.6623 1.3363
H -3.3260 1.7048 2.5389
H -1.7355 1.1087 1.8868
H -1.7073 1.8277 3.9908
C 1.4054 2.8190 0.9334
O 1.6004 3.1011 -0.4326
H 1.8175 3.6415 1.5358
H 1.9052 1.9497 1.2550
H 0.3471 2.6567 1.1937
H 1.0126 3.8589 -0.5972
C -2.4534 3.7357 -1.4647
O -1.3761 2.9116 -1.0578
H -1.9921 4.5420 -2.0246
H -3.0154 4.1466 -0.6189
H -3.0926 3.1573 -2.1216
H -1.7620 2.0449 -0.8639
C 5.3810 -1.9316 -2.4579
O 4.2403 -1.9859 -1.6169
H 5.7593 -2.9502 -2.7064
H 6.2097 -1.4026 -1.9445
H 5.1545 -1.4321 -3.3780
H 3.6962 -2.7359 -1.8584
C 0.5824 -3.0737 0.8490
O 1.9116 -3.1425 0.3401
H -0.1846 -2.8654 0.0746
H 0.5930 -2.3683 1.6393
H 0.2589 -3.9959 1.3099
H 2.0521 -3.9795 -0.1393
C -0.7652 0.8233 -4.5763
O -0.8661 1.0383 -3.2032
H -0.3111 -0.1461 -4.7967
H -0.1192 1.5329 -4.9996
H -1.6992 0.7713 -5.1221
H -1.3003 0.2761 -2.7827
C 0.8802 0.3932 3.6515
O 2.1014 0.8741 4.1516
H 0.2560 0.0000 4.4511
H 1.0898 -0.3801 2.9243
H 0.2898 1.1724 3.0948
H 2.5599 0.0787 4.3539
C -4.1972 0.9746 -0.2299
O -2.9197 0.5270 -0.7366
H -4.2773 2.0557 -0.2144
H -4.3950 0.5494 0.7231
H -5.0030 0.5806 -0.8523
H -3.0470 -0.3667 -1.0583
C 0.2760 -0.1595 -0.3768
O 1.4986 -0.5575 -0.9052
H -0.5359 -0.8308 -0.6276
H -0.1064 0.8126 -0.5992
H 0.3733 -0.1814 0.7264
H 1.7035 -1.3940 -0.4939
*
```

Values from the calculation:
SMILES: CO.CO.CO.CO.CO.CO.CO.CO.CO.CO.CO.CO
Orbital gap (eV): 8.9
E_tot (eV): -37785.679
LUMO (eV): -0.11

=====

# 2
Below is a cluster of 12 separate species, C12H48O12 in total, with properties calculated with ωB97M-V/def2-TZVPD.

The geometry in ORCA input format:
```
! RIJCOSX wB97M-V def2-TZVPD def2/J DEFGRID3
* xyz 0 1
C -3.6888 1.2274 -1.7180
O -4.7700 2.1359 -1.8987
H -3.0408 1.3078 -2.5897
H -3.1046 1.4235 -0.8196
H -4.0379 0.1857 -1.6789
H -5.2468 2.2095 -1.0666
C -2.3195 4.2926 -0.5635
O -1.9995 4.7636 0.7135
H -1.8992 3.3104 -0.7667
H -3.4046 4.2915 -0.6474
H -2.0100 4.9986 -1.3472
H -1.0208 4.8521 0.7832
C -3.0344 -3.5844 3.3498
O -2.4756 -2.7117 2.3658
H -3.7495 -4.2422 2.8552
H -2.2744 -4.2094 3.8333
H -3.6186 -3.0126 4.0862
H -1.8707 -2.1003 2.8275
C 2.9661 -1.7888 -4.1132
O 2.0534 -1.4481 -3.0436
H 2.8113 -2.7994 -4.5073
H 2.8298 -1.0600 -4.9127
H 4.0151 -1.7542 -3.7782
H 1.9135 -2.2346 -2.4640
C -0.6079 0.6854 -4.1275
O 0.4489 0.8510 -3.1917
H -1.0466 1.6637 -4.2953
H -0.2257 0.2741 -5.0703
H -1.3806 -0.0120 -3.7816
H 0.9691 0.0120 -3.1777
C 1.1356 -3.5854 2.4830
O 1.6643 -4.3844 1.4311
H 1.2559 -2.5395 2.1806
H 0.0576 -3.6611 2.6239
H 1.6644 -3.7420 3.4214
H 2.3709 -4.9369 1.7667
C 0.6592 -0.5303 4.0535
O -0.4898 -1.3257 3.9143
H 1.5620 -1.1096 3.8168
H 0.6410 0.3508 3.4257
H 0.8269 -0.2118 5.0895
H -0.5268 -1.9359 4.6585
C 0.2772 -0.1162 0.2613
O -0.6007 0.8097 -0.4169
H -0.2854 -0.5240 1.1081
H 0.5787 -0.9271 -0.4071
H 1.1663 0.3796 0.6816
H -0.2084 0.9831 -1.2941
C 2.4925 -4.4810 -1.7418
O 1.5002 -3.5654 -1.2503
H 2.3894 -5.4660 -1.2760
H 2.3710 -4.5759 -2.8146
H 3.4987 -4.1260 -1.4782
H 1.4967 -3.7476 -0.2676
C -2.5013 1.5653 2.2640
O -2.7632 2.9253 2.6872
H -1.4310 1.4506 2.0529
H -2.8484 0.8544 3.0106
H -3.0858 1.3298 1.3547
H -2.4550 3.5271 1.9521
C 3.2977 1.7471 -1.5914
O 3.6308 1.7001 -0.2027
H 2.6141 0.9615 -1.9042
H 2.8298 2.7186 -1.7415
H 4.1843 1.7014 -2.2357
H 4.0713 0.8597 -0.0282
C 1.3182 3.6776 0.4130
O 0.8220 4.8732 0.9805
H 2.1553 3.2475 0.9482
H 0.4789 2.9670 0.4275
H 1.4931 3.7979 -0.6644
H 1.5112 5.5372 1.0529
*
```

Values from the calculation:
SMILES: CO.CO.CO.CO.CO.CO.CO.CO.CO.CO.CO.CO
Orbital gap (eV): 9.1
E_tot (eV): -37787.736
LUMO (eV): 0.10

=====

# 3
Below is a structure of composition C12H4NO7S2Tl, with properties calculated with ωB97M-V/def2-TZVPD.

The geometry in ORCA input format:
```
! RIJCOSX wB97M-V def2-TZVPD def2/J DEFGRID3
* xyz -2 1
Tl 1.9050 1.7821 0.2610
O 7.3685 -0.8462 2.6193
C 6.3129 -0.4733 2.1385
C 4.9895 -0.3931 2.8518
O 4.7700 -0.7555 4.0012
C 4.0525 0.2254 1.9068
C 4.7118 0.4731 0.6584
O 4.1463 1.0311 -0.3309
C 6.0957 -0.0102 0.7225
O 6.9305 -0.0244 -0.1741
O 2.8402 0.5288 2.1248
O -3.3261 2.5523 -2.8264
S -2.9794 2.1352 -1.4903
O -3.3261 3.0279 -0.4143
N -1.4230 1.6743 -1.4099
C -1.2869 0.3846 -1.1810
S 0.1537 -0.4802 -1.0996
C -2.6128 -0.3350 -1.0318
C -2.8487 -1.6714 -0.7599
C -4.1658 -2.0976 -0.6380
C -5.2261 -1.2043 -0.7844
C -4.9865 0.1367 -1.0570
C -3.6696 0.5353 -1.1768
H -2.0089 -2.3437 -0.6405
H -4.3737 -3.1381 -0.4190
H -6.2450 -1.5580 -0.6804
H -5.7980 0.8442 -1.1700
*
```

Values from the calculation:
Orbital gap (eV): 5.5
E_tot (eV): -54697.546
LUMO (eV): 4.22

=====

# 4
Below is a cluster of 18 separate species, C12H56F3O19 in total, with properties calculated with ωB97M-V/def2-TZVPD.

The geometry in ORCA input format:
```
! RIJCOSX wB97M-V def2-TZVPD def2/J DEFGRID3
* xyz -1 1
C -18.6722 31.9393 -0.0597
O -18.6149 33.3811 -0.1790
O -17.5063 31.5026 -0.7427
C -18.7747 31.4678 1.4545
F -17.9688 32.1772 2.2196
F -19.9709 31.5874 1.9788
F -18.4264 30.1801 1.6636
C -19.7411 34.1825 0.0836
C -19.6181 35.4675 -0.6592
H -20.4393 36.1586 -0.4690
H -18.6518 35.9328 -0.4644
H -19.6716 35.2098 -1.7169
H -19.6886 34.3398 1.1610
H -20.6830 33.6814 -0.1394
H -19.5994 31.6975 -0.5792
C -10.8115 29.4334 2.9858
C -12.2864 30.0077 3.0123
O -13.0822 29.0614 2.2317
H -10.1361 29.9850 3.6398
H -10.4068 29.4267 1.9737
H -10.8162 28.3914 3.3055
H -12.4882 31.0475 2.7551
H -12.6630 29.9086 4.0304
H -13.7136 29.5355 1.6857
C -14.7425 37.4146 1.8117
C -15.0312 35.9314 2.2349
O -14.5467 35.0473 1.2523
H -13.7159 37.7569 1.9424
H -15.1869 38.0013 2.6157
H -15.0571 37.6907 0.8052
H -16.0877 35.7678 2.4473
H -14.4894 35.7598 3.1650
H -15.2513 34.9350 0.6100
C -21.4978 30.7014 -7.1444
C -20.6896 30.8059 -5.7902
O -19.3820 30.2059 -5.9816
H -21.7558 29.6911 -7.4619
H -20.8924 31.0919 -7.9624
H -22.4468 31.1993 -6.9454
H -21.2237 30.2399 -5.0271
H -20.6473 31.8640 -5.5316
H -19.4987 29.2532 -6.0014
C -24.6027 34.1139 4.2231
C -25.7326 33.3014 4.8543
O -25.5962 32.0536 4.1688
H -24.7226 34.4884 3.2065
H -23.6539 33.5809 4.2844
H -24.6341 35.0464 4.7867
H -26.6757 33.8232 4.6914
H -25.4504 33.1344 5.8938
H -25.0204 31.5375 4.7378
O -15.8316 26.0486 4.1811
H -16.6716 26.2654 3.7766
H -15.2411 26.7461 3.8965
O -19.8259 38.0787 3.4631
H -20.7336 38.3733 3.3895
H -19.7990 37.5868 4.2838
O -18.1320 26.2168 -1.3590
H -19.0670 26.2929 -1.5492
H -17.7550 27.0374 -1.6762
O -12.2557 32.3197 -1.3233
H -12.7063 32.7995 -0.6284
H -11.4044 32.7506 -1.3994
O -22.0437 26.7946 -2.2243
H -22.8427 26.4586 -2.6305
H -22.3344 27.1588 -1.3882
O -18.9597 41.3605 0.4918
H -19.7639 41.7978 0.2123
H -19.2575 40.6540 1.0649
O -24.9087 36.4531 -1.3918
H -24.1200 35.9183 -1.4823
H -25.6274 35.8210 -1.3807
O -16.9563 34.4054 -3.8545
H -17.4961 34.3624 -3.0652
H -16.9328 35.3357 -4.0787
O -17.3583 37.6670 -5.9978
H -16.8030 37.5624 -6.7704
H -16.9602 38.3896 -5.5123
O -22.5391 27.5704 1.9722
H -21.6348 27.8752 2.0475
H -22.9190 27.7304 2.8361
O -16.6469 41.0254 -3.1989
H -15.7927 41.3992 -2.9825
H -17.1208 41.0124 -2.3673
O -24.3852 30.8701 0.2086
H -24.8800 31.1045 0.9937
H -24.1670 29.9459 0.3294
O -20.0224 34.0908 7.0078
H -20.3603 33.3575 7.5219
H -19.4962 33.6804 6.3215
*
```

Values from the calculation:
Orbital gap (eV): 5.2
E_tot (eV): -60404.845
LUMO (eV): 1.63

=====

# 5
Below is a structure of composition C12H5Cl20N3O3P2S2, with properties calculated with ωB97M-V/def2-TZVPD.

The geometry in ORCA input format:
```
! RIJCOSX wB97M-V def2-TZVPD def2/J DEFGRID3
* xyz 0 1
O 3.8381 -1.4741 4.3964
P 3.0683 -0.9526 3.2290
O 3.9842 -0.8198 1.8341
O 2.3773 0.5227 3.5816
P 1.5201 -2.4387 2.7632
C -0.1755 -1.6739 2.9588
C -0.5059 -0.7633 4.1173
C -1.8151 -0.1651 4.2407
C -2.8335 -0.5139 3.2117
N -4.1234 0.0188 3.2750
S -4.8444 -0.6801 1.9569
N -3.6944 -1.6192 1.1876
C -2.6034 -1.4196 2.0280
C -1.2134 -1.9538 1.9661
N -0.8092 -2.8244 0.8424
C -0.3101 -2.1001 -0.0213
S 0.4195 -0.9567 -0.9042
H 4.6746 -1.5032 1.9395
H 3.0171 1.2084 3.2883
H 1.5695 -3.4424 3.7893
H 0.2673 -0.5341 4.8928
H -2.0564 0.5303 5.0825
C 3.1614 0.6570 -3.3979
Cl 1.6873 1.1270 -2.5313
Cl 4.5783 1.1994 -2.4814
Cl 3.2074 -1.1057 -3.5721
Cl 3.1671 1.4092 -5.0040
C 5.6000 5.4757 -3.1872
Cl 5.0389 6.9233 -4.0445
Cl 4.6042 4.0861 -3.6531
Cl 7.2925 5.1571 -3.6090
Cl 5.4655 5.7334 -1.4390
C 6.8426 2.0875 1.5472
Cl 5.3627 2.5490 2.4125
Cl 8.2563 2.6213 2.4719
Cl 6.8926 0.3264 1.3554
Cl 6.8554 2.8566 -0.0491
C -8.0859 -0.4172 -0.8255
Cl -6.6587 -1.1737 -0.0900
Cl -7.6391 1.1659 -1.4854
Cl -8.6971 -1.4500 -2.1297
Cl -9.3443 -0.2108 0.4060
C -7.4672 -3.0928 -6.0703
Cl -8.9632 -2.6621 -5.2214
Cl -6.0732 -2.5528 -5.1181
Cl -7.3935 -4.8509 -6.2822
Cl -7.4411 -2.3041 -7.6574
*
```

Values from the calculation:
Orbital gap (eV): 7.7
E_tot (eV): -313831.327
LUMO (eV): -1.31

=====

# 6
Below is a structure of composition C12H6AuBrF6NO4S5Sb, with properties calculated with ωB97M-V/def2-TZVPD.

The geometry in ORCA input format:
```
! RIJCOSX wB97M-V def2-TZVPD def2/J DEFGRID3
* xyz -1 2
Au 0.4826 -0.0998 -0.1259
Br -1.9705 1.0475 0.1304
C -2.7592 -0.5300 -0.7450
C -4.1242 -0.6401 -0.7361
C -4.7434 -1.7078 -1.3972
C -3.9850 -2.6394 -2.0480
C -2.5792 -2.5629 -2.0467
C -1.7970 -3.5459 -2.6903
C -0.4340 -3.4677 -2.6875
C 0.2043 -2.4101 -2.0227
C -0.5162 -1.4423 -1.3786
C -1.9262 -1.4835 -1.3738
H -4.7153 0.1024 -0.2265
H -5.8204 -1.7764 -1.3883
H -4.4538 -3.4581 -2.5747
H -2.2990 -4.3701 -3.1747
H 0.1706 -4.2201 -3.1711
H 1.2842 -2.3729 -2.0139
S 2.5436 -4.0603 0.4710
Sb 2.8177 -1.9941 1.5716
S 2.8730 -0.6562 -0.4707
S 0.4438 -1.5423 1.8869
F 3.6828 3.3229 -0.2090
C 2.4340 3.6440 -0.5287
F 2.3980 4.9584 -0.7595
F 2.1384 3.0315 -1.6818
S 1.1990 3.1139 0.7955
O 1.4625 1.6915 0.9062
O -0.0585 3.4911 0.2441
N 1.7022 3.9157 2.0361
S 1.4309 3.1571 3.4040
O 0.2796 2.3161 3.3678
O 1.6069 4.0164 4.5274
C 2.9477 2.0035 3.5024
F 2.7434 0.7492 3.0804
F 3.3999 1.9024 4.7579
F 3.9370 2.5160 2.7688
*
```

Values from the calculation:
Orbital gap (spin up / spin down) (eV): 4.3 / 4.4
<S²>: 0.793
E_tot (eV): -172974.810
LUMO (spin up / spin down) (eV): -0.15 / -0.06

=====

# 7
Below is the molecule C12H6Cl4N2O3, with properties calculated with ωB97M-V/def2-TZVPD.

The geometry in ORCA input format:
```
! RIJCOSX wB97M-V def2-TZVPD def2/J DEFGRID3
* xyz 0 1
O -3.2356 -0.4632 1.1641
O -1.5720 0.6598 -1.1824
Cl 0.6094 0.6229 5.2865
Cl 2.1081 2.8774 3.3786
Cl -1.7900 -0.7544 4.2967
Cl 1.3376 2.7848 0.1398
N 1.8009 -0.7644 -3.1537
O -1.9378 -2.2582 1.0293
C -2.1513 -0.9041 1.2271
C -0.4871 0.5280 -0.6525
C 0.6063 -0.4169 -2.7965
C 2.5344 -0.9086 -2.0355
C 1.7624 -0.5100 -0.9699
C 0.2467 0.8343 3.5425
C 0.9242 1.7770 2.6510
C -0.8514 0.1537 3.0814
C 0.6437 1.6927 1.2623
C -1.0867 0.0155 1.7009
C -0.1873 0.6380 0.7807
N 0.5034 -0.0631 -1.3897
C -0.4515 -0.3056 -3.8396
H -2.7654 -2.5637 0.5713
H 3.5665 -1.3046 -2.0051
H 2.0319 -0.4676 0.0634
H -0.2011 -0.8518 -4.8002
H -0.6538 0.7529 -3.9741
H -1.3045 -0.8010 -3.3764
*
```

Values from the calculation:
SMILES: Cc1nccn1C(=O)c1c(Cl)c(Cl)c(Cl)c(Cl)c1C(=O)O
Orbital gap (eV): 8.2
E_tot (eV): -71752.610
LUMO (eV): -0.80

=====

# 8
Below is a structure of composition C12H6Cl4O5S2Ta, with properties calculated with ωB97M-V/def2-TZVPD.

The geometry in ORCA input format:
```
! RIJCOSX wB97M-V def2-TZVPD def2/J DEFGRID3
* xyz 1 1
Ta -0.0390 0.5807 0.8829
Cl 4.4374 -5.0966 1.1278
C 3.5682 -3.6452 0.8081
C 2.2881 -3.4976 1.3292
C 1.6431 -2.3147 1.0509
Cl 0.0096 -2.0327 1.6568
C 2.1954 -1.2953 0.2894
O 1.4736 -0.1759 0.0397
C 3.4762 -1.4743 -0.2216
Cl 4.1905 -0.2370 -1.1639
C 4.1608 -2.6518 0.0441
H 1.8304 -4.2751 1.9227
H 5.1581 -2.7876 -0.3487
S -0.6573 2.4879 -0.2974
C -2.0828 2.1190 -1.2726
C -2.6472 3.0933 -2.0789
C -3.8007 2.7906 -2.7917
C -4.3813 1.5349 -2.6945
C -3.8139 0.5569 -1.8889
C -2.6637 0.8577 -1.1784
S -1.8583 -0.3780 -0.2124
H -2.1964 4.0738 -2.1513
H -4.2449 3.5445 -3.4267
H -5.2802 1.3113 -3.2518
H -4.2629 -0.4247 -1.8181
O 0.7942 2.2000 4.4262
Cl 0.7648 1.5074 3.2312
O 1.0479 2.2978 2.0123
O 1.5510 0.3165 3.1151
O -0.6608 1.0142 2.8603
*
```

Values from the calculation:
Orbital gap (eV): 6.5
E_tot (eV): -96078.540
LUMO (eV): -5.68

=====

- Among the records above, which one has the highest E_tot?
  number 1